This record from the OMol25 dataset describes a structure of composition C7H19FeN3O8 at a distorted geometry. The level of theory is wB97M-V/def2-TZVPD.

- expectation value of S² = 8.77
- 2S+1 = 6
- Kohn-Sham gap (spin up / spin down) (Ha) = 0.2742 / 0.2182
- strongest force on any atom (eV/A) = 4.00
- charge = +1
- ΔE to the lowest compared entry with this formula, charge and spin (kcal per mole) = 0.0

Element x y z (Å)
H 26.751 -3.141 -4.925
C 25.746 -3.472 -5.167
O 18.801 -0.844 -2.584
H 21.009 -2.873 -3.544
H 21.832 0.468 -4.145
C 25.649 2.928 -6.788
O 25.960 -1.860 -6.838
H 25.567 1.125 -7.974
O 22.075 3.363 -7.131
O 27.140 0.984 -6.608
N 21.708 4.411 -6.618
H 24.992 -2.861 -4.674
O 25.233 -3.807 -7.406
H 25.157 3.522 -7.557
C 23.788 -0.302 -4.375
H 22.663 1.225 -5.540
H 20.548 5.193 -8.132
H 23.512 -0.769 -3.424
H 20.121 -2.793 -2.020
H 24.842 2.641 -6.109
C 21.393 5.530 -7.537
H 25.502 -4.527 -5.141
H 21.296 6.421 -6.927
N 25.622 -3.014 -6.591
C 22.789 0.816 -4.538
O 25.151 0.053 -4.310
O 19.501 -1.064 -4.595
H 22.955 1.700 -3.915
H 19.430 -3.610 -3.412
H 26.957 1.935 -8.265
C 20.023 -2.752 -3.103
H 22.195 5.694 -8.255
O 21.609 4.548 -5.425
N 19.387 -1.460 -3.437
H 23.661 -1.035 -5.176
Fe 26.952 0.661 -4.549
H 26.352 3.536 -6.217
C 26.306 1.708 -7.398

Computed Mulliken charges, given in elementary charges: atom 1 (H): 0.25, atom 2 (C): -0.53, atom 3 (O): -0.51, atom 4 (H): 0.22, atom 5 (H): 0.20, atom 6 (C): -1.00, atom 7 (O): -0.49, atom 8 (H): 0.31, atom 9 (O): -0.50, atom 10 (O): -0.37, atom 11 (N): 0.85, atom 12 (H): 0.11, atom 13 (O): -0.51, atom 14 (H): 0.32, atom 15 (C): -0.13, atom 16 (H): 0.20, atom 17 (H): 0.29, atom 18 (H): 0.23, atom 19 (H): 0.33, atom 20 (H): 0.16, atom 21 (C): -0.71, atom 22 (H): 0.31, atom 23 (H): 0.32, atom 24 (N): 0.87, atom 25 (C): -0.98, atom 26 (O): -0.48, atom 27 (O): -0.49, atom 28 (H): 0.35, atom 29 (H): 0.31, atom 30 (H): 0.44, atom 31 (C): -0.70, atom 32 (H): 0.28, atom 33 (O): -0.52, atom 34 (N): 0.85, atom 35 (H): 0.24, atom 36 (Fe): 1.09, atom 37 (H): 0.33, atom 38 (C): 0.07

This record from the OMol25 dataset describes the ion CH3N2S2 with charge +1 at a distorted geometry. The level of theory is wB97M-V/def2-TZVPD.

- 2S+1 = 1
- Kohn-Sham gap (Ha) = 0.2640
- strongest force on any atom (eV/A) = 4.75
- SMILES = C1=[NH+]SSN1
- charge = +1
- ΔE to the lowest compared entry with this formula, charge and spin (kcal per mole) = 8.7

Element x y z (Å)
H 0.555 -1.865 0.100
H 1.724 0.107 -0.109
S -1.712 1.137 -0.014
N -0.044 -1.156 -0.003
C 0.620 -0.026 0.027
S -1.715 -1.186 0.007
N -0.003 1.084 -0.005
H 0.575 1.906 -0.003

Computed Mulliken charges, given in elementary charges: atom 1 (H): 0.24, atom 2 (H): 0.29, atom 3 (S): 0.11, atom 4 (N): -0.18, atom 5 (C): 0.32, atom 6 (S): 0.11, atom 7 (N): -0.17, atom 8 (H): 0.29

This record from the OMol25 dataset describes a cluster of 7 separate species, C27H56BNO26PS6 in total at a distorted geometry. The level of theory is wB97M-V/def2-TZVPD.

- expectation value of S² = 0.75
- 2S+1 = 2
- Kohn-Sham gap (spin up / spin down) (Ha) = 0.2502 / 0.2504
- strongest force on any atom (eV/A) = 2.18
- charge = 0
- ΔE to the lowest compared entry with this formula, charge and spin (kcal per mole) = 24.9

Element x y z (Å)
H 6.817 -3.256 6.888
H 1.581 -5.382 -1.456
H -2.928 5.962 -1.337
H 5.561 -2.749 1.810
H -6.564 2.329 1.760
C 0.368 0.083 -0.581
H 1.771 -6.099 -3.095
H -7.544 6.090 -4.666
C 1.966 -2.851 -1.942
C -3.845 9.459 3.363
S 5.419 -4.833 4.800
C -2.368 5.290 -0.701
N 3.643 -4.344 -3.130
H -6.862 4.079 1.891
H -7.063 8.003 -3.232
O -4.993 4.255 3.898
H 3.487 -4.509 3.054
C 4.686 -3.651 6.863
O 3.587 0.281 -0.980
H 0.758 1.033 -0.946
O 4.622 -5.987 4.604
C -2.590 -7.408 -2.527
H 6.702 -3.108 -3.504
O -1.692 -4.784 -0.832
C 1.569 -3.554 -4.327
C 4.321 -2.042 -2.339
S -3.224 8.587 1.124
O 6.345 -5.092 6.088
C -3.976 -7.127 -1.986
C -2.420 8.955 3.454
H -3.999 10.387 3.906
H 2.287 -5.684 2.457
O -0.836 3.534 -0.666
H 1.898 -4.163 -5.165
H 4.580 -3.496 -5.482
H -2.602 -8.049 -3.404
H 3.050 -1.523 2.433
H -2.120 5.792 0.236
S -6.267 3.855 4.783
O -4.058 9.669 1.958
C 6.123 -4.078 7.074
B 2.801 -0.843 -0.715
H 4.150 -0.218 2.120
O -7.052 3.031 3.653
O -2.586 1.845 -1.065
C 2.219 -3.964 -3.004
C 1.502 -0.648 0.174
C 2.470 -3.920 1.200
S -4.389 7.010 -3.817
H -1.344 4.487 -2.427
C 4.859 -2.106 1.294
C -6.692 7.032 -2.897
H 1.245 -3.228 -1.225
O -3.830 -5.916 -1.234
S -2.198 2.863 -0.158
H 4.482 -2.658 7.252
H 5.432 -1.452 0.640
C -6.667 6.026 -4.028
O -6.987 5.040 5.085
C 4.106 -1.278 2.360
S -2.651 -5.018 -1.850
H -0.426 0.313 0.123
H -0.037 -0.503 -1.399
H 6.232 -3.706 -1.938
H -2.232 8.396 4.367
O -2.083 2.626 1.238
H 0.420 -5.050 -2.716
H 3.823 -5.519 1.650
H 3.760 -2.069 -4.919
H 0.491 -3.657 -4.260
H -7.276 6.694 -2.045
C 4.635 -2.697 -4.747
H -4.429 3.967 1.916
H -4.691 -6.950 -2.792
O 4.521 -3.665 5.441
O -3.153 4.129 -0.386
O -5.316 7.178 -2.523
O -2.269 8.098 2.314
H 1.921 -3.172 1.775
O -2.076 -6.116 -2.869
H -1.700 9.772 3.370
C 3.233 -2.268 -1.262
H -0.295 5.429 -1.342
C 3.046 -4.962 2.171
C -6.416 3.210 2.379
H 1.746 -2.506 -4.557
H 6.297 -4.483 8.068
H 1.787 -0.059 1.045
O 6.208 -4.270 3.767
H -1.943 -7.846 -1.763
O -3.397 6.035 -3.527
O -5.491 6.358 -4.779
O -4.081 7.508 0.777
C -1.137 4.745 -1.387
O -5.868 2.948 5.798
C 1.473 -5.227 -2.521
H -6.561 5.006 -3.654
H 3.979 -1.198 -2.937
H 3.010 0.939 -1.402
H -4.558 8.708 3.711
H 1.495 -2.014 -2.459
P 3.862 -3.230 0.210
H 1.124 -1.606 0.526
C 6.001 -3.768 -2.994
H 3.986 -4.366 7.300
O -3.214 -3.960 -2.606
H -4.342 -7.922 -1.342
H -4.444 2.515 2.941
O 4.015 -5.189 -2.233
O -4.054 8.290 -4.321
H 6.154 -4.759 -3.406
H 5.241 -1.712 -1.868
C 4.584 -3.217 -3.310
H 1.741 -4.421 0.571
H 5.487 -2.048 -4.899
C -4.959 3.448 2.709
H 4.559 -1.398 3.341
O -2.445 9.263 0.152

Mulliken population analysis, charges in e, atoms 1 to 99: atom 1 (H): 0.28, atom 2 (H): 0.23, atom 3 (H): 0.04, atom 4 (H): 0.72, atom 5 (H): 0.32, atom 6 (C): -1.18, atom 7 (H): 0.47, atom 8 (H): 0.32, atom 9 (C): -2.67, atom 10 (C): -0.36, atom 11 (S): 1.14, atom 12 (C): 0.29, atom 13 (N): 0.51, atom 14 (H): 0.31, atom 15 (H): 0.28, atom 16 (O): -0.28, atom 17 (H): -0.15, atom 18 (C): -0.31, atom 19 (O): -0.86, atom 20 (H): 0.27, atom 21 (O): -0.52, atom 22 (C): -0.32, atom 23 (H): 0.47, atom 24 (O): -0.47, atom 25 (C): -2.07, atom 26 (C): -2.58, atom 27 (S): 1.20, atom 28 (O): -0.33, atom 29 (C): -0.37, atom 30 (C): -0.34, atom 31 (H): 0.31, atom 32 (H): 0.52, atom 33 (O): -0.28, atom 34 (H): 0.36, atom 35 (H): 0.36, atom 36 (H): 0.32, atom 37 (H): 0.25, atom 38 (H): -0.07, atom 39 (S): 1.12, atom 40 (O): -0.33, atom 41 (C): -0.38, atom 42 (B): -0.24, atom 43 (H): 0.31, atom 44 (O): -0.34, atom 45 (O): -0.53, atom 46 (C): 2.19, atom 47 (C): 0.14, atom 48 (C): -0.20, atom 49 (S): 1.08, atom 50 (H): 0.30, atom 51 (C): -0.64, atom 52 (C): -0.33, atom 53 (H): 0.56, atom 54 (O): -0.33, atom 55 (S): 1.12, atom 56 (H): 0.34, atom 57 (H): 0.43, atom 58 (C): -0.36, atom 59 (O): -0.54, atom 60 (C): -1.29, atom 61 (S): 1.14, atom 62 (H): 0.40, atom 63 (H): 0.13, atom 64 (H): 0.30, atom 65 (H): 0.32, atom 66 (O): -0.58, atom 67 (H): 0.41, atom 68 (H): 0.44, atom 69 (H): 0.39, atom 70 (H): 0.47, atom 71 (H): 0.33, atom 72 (C): -1.96, atom 73 (H): -0.15, atom 74 (H): 0.29, atom 75 (O): -0.30, atom 76 (O): -0.25, atom 77 (O): -0.29, atom 78 (O): -0.31, atom 79 (H): 0.47, atom 80 (O): -0.29, atom 81 (H): 0.29, atom 82 (C): 2.62, atom 83 (H): 0.34, atom 84 (C): -1.14, atom 85 (C): -0.31, atom 86 (H): 0.39, atom 87 (H): 0.31, atom 88 (H): 0.27, atom 89 (O): -0.51, atom 90 (H): 0.28, atom 91 (O): -0.49, atom 92 (O): -0.31, atom 93 (O): -0.40, atom 94 (C): -0.35, atom 95 (O): -0.55, atom 96 (C): -1.93, atom 97 (H): 0.28, atom 98 (H): 0.36, atom 99 (H): 0.32

This record from the OMol25 dataset describes an isolated molecule of C21H20N2O4S. The level of theory is wB97M-V/def2-TZVPD.

- 2S+1 = 1
- Kohn-Sham gap (Ha) = 0.3095
- strongest force on any atom (eV/A) = 0.72
- SMILES = Cn1c(=O)cc(SCC(=O)NC[C@H]2COc3ccccc3O2)c2ccccc21
- charge = 0
- ΔE to the lowest compared entry with this formula, charge and spin (kcal per mole) = 13.2

Element x y z (Å)
C 1.759 -1.665 0.156
C -5.277 0.745 -0.135
H 1.976 1.020 -1.950
S 3.610 0.335 0.438
H -0.740 -3.919 -0.317
C -2.739 -0.082 0.618
H -4.471 2.738 -0.033
H 0.330 -4.939 1.610
C -3.009 1.278 0.449
C -5.002 -0.605 0.007
O -0.067 -0.011 -3.074
C 1.651 0.105 -1.483
C 0.128 -3.446 0.111
C -0.693 0.488 1.554
O 1.952 3.551 -0.970
H -3.509 -2.061 0.536
H 0.036 3.722 0.500
C 0.625 -2.258 -0.442
C 2.357 -2.276 1.264
H -0.918 -3.279 -2.497
H -0.008 3.091 2.167
O -2.048 2.240 0.636
C 0.206 2.843 1.124
O -1.502 -0.533 1.020
H 2.327 -3.906 2.638
C 2.298 2.754 -0.131
C -4.286 1.682 0.082
H 4.382 2.543 0.366
H 3.968 2.012 -1.272
H -1.963 -2.303 -1.423
N 1.588 2.462 0.982
C -1.139 -2.274 -2.135
H 1.947 1.749 1.601
H 0.310 0.065 1.631
C -0.733 1.725 0.649
H 3.227 -1.810 1.702
H -0.449 1.423 -0.372
C 0.733 -4.024 1.202
C 1.856 -3.444 1.784
H -5.773 -1.339 -0.169
C 2.247 -0.430 -0.397
N 0.034 -1.677 -1.532
H -1.053 0.769 2.555
H -1.418 -1.642 -2.978
C -3.740 -1.017 0.390
C 0.494 -0.499 -2.107
H -6.265 1.070 -0.423
C 3.634 2.022 -0.235

Computed Mulliken charges, given in elementary charges: atom 1 (C): 0.39, atom 2 (C): -0.48, atom 3 (H): 0.47, atom 4 (S): -0.22, atom 5 (H): 0.45, atom 6 (C): 0.32, atom 7 (H): 0.46, atom 8 (H): 0.40, atom 9 (C): 0.47, atom 10 (C): -0.65, atom 11 (O): -0.72, atom 12 (C): -0.70, atom 13 (C): -0.65, atom 14 (C): -0.83, atom 15 (O): -0.64, atom 16 (H): 0.47, atom 17 (H): 0.38, atom 18 (C): 0.36, atom 19 (C): -0.85, atom 20 (H): 0.41, atom 21 (H): 0.36, atom 22 (O): -0.47, atom 23 (C): -1.46, atom 24 (O): -0.20, atom 25 (H): 0.42, atom 26 (C): 0.40, atom 27 (C): -0.67, atom 28 (H): 0.42, atom 29 (H): 0.40, atom 30 (H): 0.37, atom 31 (N): -0.08, atom 32 (C): -1.30, atom 33 (H): 0.37, atom 34 (H): 0.35, atom 35 (C): 1.28, atom 36 (H): 0.39, atom 37 (H): -0.02, atom 38 (C): -0.77, atom 39 (C): -0.91, atom 40 (H): 0.40, atom 41 (C): 1.63, atom 42 (N): 0.16, atom 43 (H): 0.32, atom 44 (H): 0.32, atom 45 (C): -0.55, atom 46 (C): 0.16, atom 47 (H): 0.39, atom 48 (C): -0.57

- Look up the ΔE to the lowest compared entry with this formula, charge and spin of the first one.
  0.0 kcal per mole

Repeat the first record exactly.
This record from the OMol25 dataset describes a structure of composition C7H19FeN3O8 at a distorted geometry. The level of theory is wB97M-V/def2-TZVPD.

- expectation value of S² = 8.77
- 2S+1 = 6
- Kohn-Sham gap (spin up / spin down) (Ha) = 0.2742 / 0.2182
- strongest force on any atom (eV/A) = 4.00
- charge = +1
- ΔE to the lowest compared entry with this formula, charge and spin (kcal per mole) = 0.0

Element x y z (Å)
H 26.751 -3.141 -4.925
C 25.746 -3.472 -5.167
O 18.801 -0.844 -2.584
H 21.009 -2.873 -3.544
H 21.832 0.468 -4.145
C 25.649 2.928 -6.788
O 25.960 -1.860 -6.838
H 25.567 1.125 -7.974
O 22.075 3.363 -7.131
O 27.140 0.984 -6.608
N 21.708 4.411 -6.618
H 24.992 -2.861 -4.674
O 25.233 -3.807 -7.406
H 25.157 3.522 -7.557
C 23.788 -0.302 -4.375
H 22.663 1.225 -5.540
H 20.548 5.193 -8.132
H 23.512 -0.769 -3.424
H 20.121 -2.793 -2.020
H 24.842 2.641 -6.109
C 21.393 5.530 -7.537
H 25.502 -4.527 -5.141
H 21.296 6.421 -6.927
N 25.622 -3.014 -6.591
C 22.789 0.816 -4.538
O 25.151 0.053 -4.310
O 19.501 -1.064 -4.595
H 22.955 1.700 -3.915
H 19.430 -3.610 -3.412
H 26.957 1.935 -8.265
C 20.023 -2.752 -3.103
H 22.195 5.694 -8.255
O 21.609 4.548 -5.425
N 19.387 -1.460 -3.437
H 23.661 -1.035 -5.176
Fe 26.952 0.661 -4.549
H 26.352 3.536 -6.217
C 26.306 1.708 -7.398

Computed Mulliken charges, given in elementary charges: atom 1 (H): 0.25, atom 2 (C): -0.53, atom 3 (O): -0.51, atom 4 (H): 0.22, atom 5 (H): 0.20, atom 6 (C): -1.00, atom 7 (O): -0.49, atom 8 (H): 0.31, atom 9 (O): -0.50, atom 10 (O): -0.37, atom 11 (N): 0.85, atom 12 (H): 0.11, atom 13 (O): -0.51, atom 14 (H): 0.32, atom 15 (C): -0.13, atom 16 (H): 0.20, atom 17 (H): 0.29, atom 18 (H): 0.23, atom 19 (H): 0.33, atom 20 (H): 0.16, atom 21 (C): -0.71, atom 22 (H): 0.31, atom 23 (H): 0.32, atom 24 (N): 0.87, atom 25 (C): -0.98, atom 26 (O): -0.48, atom 27 (O): -0.49, atom 28 (H): 0.35, atom 29 (H): 0.31, atom 30 (H): 0.44, atom 31 (C): -0.70, atom 32 (H): 0.28, atom 33 (O): -0.52, atom 34 (N): 0.85, atom 35 (H): 0.24, atom 36 (Fe): 1.09, atom 37 (H): 0.33, atom 38 (C): 0.07